1.
This record from the OMol25 dataset describes a gas-phase ion, CH2F2N (charge +1) in a non-equilibrium geometry. The level of theory is ωB97M-V/def2-TZVPD.

The geometry in XYZ format:
```
6
Properties=species:S:1:pos:R:3:forces:R:3
F -2.0129 -0.1070 1.7641 -0.17 0.03 0.06
F -0.0959 -0.2826 2.7022 0.29 0.00 0.15
N -0.7248 -0.1247 1.5826 2.05 0.29 -5.60
C -0.1456 -0.0412 0.3371 -1.74 -0.15 4.86
H -0.7816 0.0927 -0.5317 -0.29 -0.07 0.27
H 0.9413 -0.0597 0.2928 -0.14 -0.09 0.26
```
Positions in Å, forces in eV/Å.

total charge	+1
DFT total energy	-293.2878	a.u.
E_HOMO	-19.1	eV
frontier orbital gap	0.4303	Ha
LUMO level	-7.373	eV
energy relative to the best compared isomer or geometry (same formula, charge and spin)	0.00	kcal per mole


2.
This record from the OMol25 dataset describes a single CH2F2N2O molecule in a non-equilibrium geometry. The level of theory is ωB97M-V/def2-TZVPD.

The geometry in XYZ format:
```
8
Properties=species:S:1:pos:R:3:forces:R:3
F 1.2689 1.4033 0.5324 -0.81 0.27 0.05
F 2.2358 -0.1929 -0.4933 0.06 0.82 -0.99
O 0.4843 -1.0838 0.7637 0.98 2.34 0.19
N -1.3255 0.1372 -0.2807 1.94 2.56 2.20
N -0.0409 -0.4398 -0.3956 -1.44 0.97 -1.21
C 1.0959 0.2785 -0.0641 -0.40 -4.44 2.41
H -1.7630 0.3113 0.6542 1.63 -0.15 -0.49
H -1.9555 -0.4137 -0.7166 -1.96 -2.37 -2.16
```
Positions in Å, forces in eV/Å.

DFT total energy	-423.6236	a.u.
E_HOMO	-9.5	eV
frontier orbital gap	0.3850	Ha
LUMO level	0.937	eV
energy relative to the best compared isomer or geometry (same formula, charge and spin)	60.86	kcal per mole


3.
This record from the OMol25 dataset describes 2 unconnected molecules or ions with the total composition CH2F2NO2S in a non-equilibrium geometry. The level of theory is ωB97M-V/def2-TZVPD.

The geometry in XYZ format:
```
9
Properties=species:S:1:pos:R:3:forces:R:3
S -1.3508 0.2294 -1.3790 0.00 1.23 -1.99
F 1.4425 0.5721 2.1712 0.48 0.29 -0.29
F 2.0633 -1.0812 0.7773 0.18 -0.21 0.83
O -2.3486 -0.0392 -2.4816 0.68 -0.32 2.65
O -1.6793 -0.0456 0.0289 -1.38 -0.78 -0.64
N -0.1072 0.9130 -1.6806 0.40 -0.13 -0.27
C 1.0807 -0.1783 1.1037 -1.44 -1.29 -0.51
H 0.7966 0.2452 0.1813 0.81 2.34 -0.94
H 0.1028 -0.6154 1.2789 0.27 -1.12 1.16
```
Positions in Å, forces in eV/Å.

total charge	-1
DFT total energy	-842.4394	a.u.
E_HOMO	-4.3	eV
frontier orbital gap	0.3076	Ha
LUMO level	4.027	eV
energy relative to the best compared isomer or geometry (same formula, charge and spin)	48.69	kcal per mole


4.
This record from the OMol25 dataset describes 2 unconnected molecules or ions with the total composition CH2F2O2P in a non-equilibrium geometry. The level of theory is ωB97M-V/def2-TZVPD.

The geometry in XYZ format:
```
8
Properties=species:S:1:pos:R:3:forces:R:3
P 1.6308 -0.1983 -0.0469 -1.14 0.80 0.29
F -0.8726 1.0623 0.5120 0.35 1.22 -0.35
F -2.9405 0.3590 -1.0250 0.39 -0.34 0.11
O 2.2172 -1.5398 0.1119 -0.37 -0.52 0.31
O 2.4355 0.8603 -0.7078 -0.93 0.15 0.09
C -0.1277 -0.1079 0.4220 1.96 -0.60 -0.77
H -2.1030 0.1097 -0.6553 -0.38 0.27 -0.18
H -0.2396 -0.5452 1.3892 0.13 -0.97 0.50
```
Positions in Å, forces in eV/Å.

total charge	-1
DFT total energy	-730.9393	a.u.
E_HOMO	-4.0	eV
frontier orbital gap	0.2979	Ha
LUMO level	4.147	eV
energy relative to the best compared isomer or geometry (same formula, charge and spin)	64.38	kcal per mole


5.
This record from the OMol25 dataset describes 2 unconnected molecules or ions with the total composition CH2F2O2PS in a non-equilibrium geometry. The level of theory is ωB97M-V/def2-TZVPD.

The geometry in XYZ format:
```
9
Properties=species:S:1:pos:R:3:forces:R:3
S 2.7226 0.6646 0.3406 -0.03 -1.58 -1.16
P -0.4117 -0.7739 -0.5564 -0.47 -1.27 0.30
F 1.0933 -2.0634 1.2655 -0.09 0.07 0.41
F 1.9284 -2.0693 -0.7420 -0.57 0.33 0.13
O 3.5292 0.2988 -0.8531 -0.57 0.40 1.09
O 1.8339 1.8084 0.1275 -0.23 0.03 0.04
C 1.2140 -1.2620 0.1558 1.64 0.93 -0.45
H -1.1162 -1.9645 -0.0419 0.29 0.45 -0.71
H -0.8443 -0.1681 0.6179 0.04 0.65 0.36
```
Positions in Å, forces in eV/Å.

total charge	-1
DFT total energy	-1129.0539	a.u.
E_HOMO	-3.3	eV
frontier orbital gap	0.2664	Ha
LUMO level	3.903	eV
energy relative to the best compared isomer or geometry (same formula, charge and spin)	101.82	kcal per mole


6.
This record from the OMol25 dataset describes 2 unconnected molecules or ions with the total composition CH2F2O2S in a non-equilibrium geometry. The level of theory is ωB97M-V/def2-TZVPD.

The geometry in XYZ format:
```
8
Properties=species:S:1:pos:R:3:forces:R:3
S 0.9720 -0.9961 0.2410 -2.65 1.73 2.43
F -1.1378 1.0401 -1.5126 0.03 -0.32 -2.59
F -2.2139 0.9886 0.3215 1.27 0.07 0.07
O 2.1616 -0.2757 0.1080 2.85 1.72 -0.48
O 0.6562 -2.1578 -0.4521 -0.88 -3.34 -3.02
C -0.9893 1.0821 -0.2557 -1.81 -2.00 1.57
H -0.3713 1.8436 0.0652 1.18 1.62 1.12
H 0.9226 -1.5249 1.4846 0.01 0.52 0.90
```
Positions in Å, forces in eV/Å.

DFT total energy	-787.5451	a.u.
E_HOMO (alpha / beta)	-9.6 / -9.5	eV
frontier orbital gap (alpha / beta)	0.3402 / 0.2907	Ha
LUMO level (alpha / beta)	-0.332 / -1.568	eV
energy relative to the best compared isomer or geometry (same formula, charge and spin)	49.59	kcal per mole


7.
This record from the OMol25 dataset describes 2 unconnected molecules or ions with the total composition CH2F2O3S in a non-equilibrium geometry. The level of theory is ωB97M-V/def2-TZVPD.

The geometry in XYZ format:
```
9
Properties=species:S:1:pos:R:3:forces:R:3
S -0.5254 1.3000 -1.7948 1.72 0.77 2.66
F -0.3588 -1.1623 -1.8012 -0.51 -0.81 -0.14
F -1.4000 1.2191 -0.3386 1.10 -0.11 -1.92
O 0.4756 -0.0828 -1.5406 -0.60 1.61 -0.16
O 1.2234 -0.3026 1.1555 4.91 3.28 -2.24
O 0.4747 2.3356 -1.5708 -1.75 -1.45 -0.58
C 0.3381 -0.9073 1.6589 -7.10 -3.11 3.47
H -0.5439 -0.4288 2.2856 1.63 -0.21 -0.98
H 0.3163 -1.9708 1.9460 0.60 0.03 -0.11
```
Positions in Å, forces in eV/Å.

DFT total energy	-862.6201	a.u.
E_HOMO (alpha / beta)	-6.6 / -12.0	eV
frontier orbital gap (alpha / beta)	0.2460 / 0.3532	Ha
LUMO level (alpha / beta)	0.090 / -2.398	eV
2S+1	3


8.
This record from the OMol25 dataset describes a molecular structure, CH2F3HgNO4S in a non-equilibrium geometry. The level of theory is ωB97M-V/def2-TZVPD.

The geometry in XYZ format:
```
13
Properties=species:S:1:pos:R:3:forces:R:3
Hg -0.1553 -1.5535 -1.0943 -0.08 -1.40 -0.68
S -0.7764 0.7394 1.0329 -1.58 -0.27 0.36
F 1.3585 -0.1921 2.3268 0.33 -0.21 0.05
F -0.3815 0.0122 3.5912 -0.08 -0.14 0.30
F 0.7127 1.7657 2.9684 0.21 0.26 0.22
O -1.1549 -0.7020 0.8276 -0.12 2.00 1.30
O 0.7301 0.3467 -0.8829 0.74 1.35 0.16
O 0.1343 -1.5915 -4.0755 0.99 2.14 0.92
O -1.8184 1.6565 1.5253 1.38 -1.10 -0.61
N 0.0038 1.3435 -0.1855 -0.29 -0.71 0.08
C 0.2894 0.5637 2.5786 -0.55 0.14 -0.90
H 0.5067 -1.6397 -4.9591 0.12 0.09 -0.17
H 0.5509 -0.7488 -3.6535 -1.08 -2.16 -1.02
```
Positions in Å, forces in eV/Å.

total charge	-1
DFT total energy	-1246.1594	a.u.
E_HOMO (alpha / beta)	-3.9 / -3.8	eV
frontier orbital gap (alpha / beta)	0.2602 / 0.2194	Ha
LUMO level (alpha / beta)	3.153 / 2.139	eV
2S+1	2